# 1
This record from the Open Molecules 2025 dataset describes a cluster of 3 separate species, C29H60BrI2N4O7 in total at a distorted geometry. The level of theory is wB97M-V/def2-TZVPD.

HOMO energy	-10.14	eV
charge	+1

CARTESIAN COORDINATES (ANGSTROEM)
1 C 2.044 -5.275 2.394
2 C 0.680 -5.863 3.088
3 C -0.606 -5.082 2.510
4 C -1.409 -5.937 1.365
5 N -2.094 -4.938 0.496
6 C -3.456 -4.508 0.791
7 C -3.722 -3.490 -0.334
8 Br -5.483 -2.619 -0.422
9 N -2.597 -3.294 -1.229
10 C -2.420 -2.405 -2.428
11 I -3.920 -2.783 -3.997
12 C -2.210 -0.852 -2.082
13 C -3.543 0.024 -1.902
14 I -1.110 -0.683 -0.162
15 C -1.618 -4.241 -0.687
16 C -0.141 -4.580 -1.226
17 O -0.117 -4.841 -2.646
18 C 1.214 -5.185 -3.112
19 C 1.684 -4.143 -4.279
20 O 2.758 -3.257 -3.852
21 C 2.343 -2.616 -2.617
22 C 2.999 -1.172 -2.352
23 O 3.928 -1.308 -1.237
24 C 5.254 -1.410 -1.852
25 C 5.836 0.114 -1.912
26 H 2.493 -6.022 1.642
27 H 2.794 -4.980 3.220
28 H 1.817 -4.316 1.792
29 H 0.601 -7.008 2.931
30 H 0.808 -5.626 4.215
31 H -0.310 -4.096 1.976
32 H -1.334 -4.759 3.348
33 H -0.695 -6.635 0.814
34 H -2.176 -6.582 1.945
35 H -4.191 -4.816 1.600
36 H -1.424 -2.760 -2.906
37 H -1.550 -0.357 -2.881
38 H -4.526 -0.513 -2.109
39 H -3.592 0.418 -0.820
40 H -3.446 0.958 -2.576
41 H 0.248 -5.547 -0.714
42 H 0.545 -3.730 -0.883
43 H 1.129 -6.210 -3.647
44 H 1.996 -5.322 -2.291
45 H 2.035 -4.738 -5.198
46 H 0.733 -3.582 -4.610
47 H 2.606 -3.266 -1.692
48 H 1.196 -2.451 -2.704
49 H 2.144 -0.491 -1.969
50 H 3.442 -0.677 -3.281
51 H 5.927 -2.094 -1.202
52 H 5.219 -1.892 -2.892
53 H 4.927 0.821 -2.048
54 H 6.609 0.216 -2.748
55 H 6.239 0.331 -0.864
56 C 0.353 2.954 4.167
57 O 1.400 2.044 4.470
58 C 1.277 0.799 3.784
59 C 2.399 0.641 2.755
60 N 2.220 1.564 1.634
61 C 3.383 1.641 0.745
62 C 4.684 2.209 1.333
63 O 4.610 3.590 1.669
64 C 4.091 3.858 2.963
65 H 0.453 3.816 4.829
66 H 0.427 3.304 3.134
67 H -0.626 2.497 4.339
68 H 0.290 0.676 3.322
69 H 1.386 0.013 4.538
70 H 2.402 -0.387 2.380
71 H 3.348 0.824 3.270
72 H 2.036 2.493 1.998
73 H 3.090 2.278 -0.096
74 H 3.580 0.646 0.330
75 H 5.447 2.136 0.552
76 H 5.062 1.619 2.176
77 H 4.332 3.069 3.682
78 H 3.011 4.014 2.914
79 H 4.536 4.791 3.316
80 C -1.598 3.293 -0.045
81 O -2.979 3.142 -0.341
82 C -3.826 3.423 0.775
83 C -4.640 4.694 0.523
84 N -3.785 5.881 0.552
85 C -4.450 7.096 0.074
86 C -4.880 7.131 -1.401
87 O -3.791 7.137 -2.319
88 C -3.295 5.851 -2.656
89 H -1.027 2.932 -0.903
90 H -1.346 4.343 0.118
91 H -1.318 2.700 0.831
92 H -3.265 3.487 1.715
93 H -4.519 2.580 0.864
94 H -5.412 4.786 1.294
95 H -5.133 4.584 -0.449
96 H -2.971 5.715 -0.030
97 H -3.748 7.919 0.237
98 H -5.322 7.297 0.707
99 H -5.404 8.079 -1.560
100 H -5.602 6.345 -1.652
101 H -4.075 5.085 -2.642
102 H -2.475 5.576 -1.989
103 H -2.884 5.905 -3.667

---

# 2
This record from the Open Molecules 2025 dataset describes a cluster of 3 separate species, C5H9NO in total at a distorted geometry. The level of theory is wB97M-V/def2-TZVPD.

HOMO energy (spin up / spin down)	-7.91 / -7.91	eV
energy above the lowest of the compared OMol25 structures with the same formula, charge and spin	872.25	kJ/mol

CARTESIAN COORDINATES (ANGSTROEM)
1 C -0.334 -0.488 -0.506
2 C 1.280 0.372 -1.480
3 C -0.365 1.500 0.806
4 N 0.203 0.197 0.487
5 O 2.319 -0.463 -1.287
6 C -1.139 -1.093 1.743
7 C -1.780 -2.133 1.630
8 H 2.689 -0.325 -0.404
9 H 0.019 -1.495 -0.682
10 H -1.290 -0.202 -0.946
11 H 0.820 0.223 -2.452
12 H 1.416 1.414 -1.205
13 H -0.459 1.552 1.887
14 H -1.346 1.677 0.355
15 H 0.341 2.276 0.496
16 H -2.373 -3.013 1.560

---

# 3
This record from the Open Molecules 2025 dataset describes an isolated molecule of C4H5Cl at a distorted geometry. The level of theory is wB97M-V/def2-TZVPD.

HOMO energy (spin up / spin down)	-8.23 / -8.66	eV
energy above the lowest of the compared OMol25 structures with the same formula, charge and spin	346.26	kJ/mol

CARTESIAN COORDINATES (ANGSTROEM)
1 C -0.449 -0.922 -0.238
2 C -1.681 -0.646 0.106
3 C 0.931 -0.509 -0.085
4 C 1.208 0.976 0.025
5 Cl 0.124 1.910 0.994
6 H -1.710 0.417 0.476
7 H -2.619 -1.118 -0.174
8 H 1.390 -0.990 0.737
9 H 1.418 -0.776 -0.969
10 H 1.388 1.658 -0.871

---

# 4
This record from the Open Molecules 2025 dataset describes a cluster of 2 separate species, C18H26ClFN3O2 in total at a distorted geometry. The level of theory is wB97M-V/def2-TZVPD.

HOMO energy	-6.86	eV
charge	+1

CARTESIAN COORDINATES (ANGSTROEM)
1 Cl 2.587 -5.325 3.102
2 C 1.972 -5.159 1.476
3 N 1.401 -3.778 1.263
4 C 0.257 -3.511 2.240
5 C -0.318 -2.110 2.015
6 N 0.433 -1.429 0.884
7 F -0.079 -0.167 0.672
8 C 0.291 -2.250 -0.389
9 C 0.867 -3.648 -0.167
10 C 1.899 -1.319 1.268
11 C 2.478 -2.717 1.484
12 H 2.783 -5.339 0.771
13 H 1.203 -5.911 1.309
14 H -0.506 -4.282 2.103
15 H 0.639 -3.629 3.257
16 H -1.379 -2.133 1.758
17 H -0.225 -1.480 2.903
18 H -0.767 -2.285 -0.658
19 H 0.800 -1.723 -1.199
20 H 1.685 -3.862 -0.860
21 H 0.114 -4.426 -0.325
22 H 2.420 -0.770 0.481
23 H 1.959 -0.707 2.170
24 H 2.874 -2.836 2.496
25 H 3.307 -2.916 0.800
26 C -3.759 0.880 3.637
27 C -3.565 1.064 2.146
28 O -2.548 1.991 1.855
29 C -2.431 2.167 0.498
30 C -1.287 2.933 0.074
31 N -1.026 3.182 -1.183
32 C 0.172 3.590 -1.572
33 C 0.514 3.838 -2.925
34 C 1.854 3.916 -3.349
35 C 2.160 4.152 -4.667
36 C 1.150 4.340 -5.593
37 C -0.174 4.263 -5.198
38 C -0.492 3.997 -3.891
39 O -3.221 1.699 -0.312
40 H -4.459 0.072 3.857
41 H -2.811 0.644 4.125
42 H -4.141 1.795 4.088
43 H -3.275 0.122 1.660
44 H -4.480 1.416 1.648
45 H -0.572 3.216 0.827
46 H 0.942 3.643 -0.822
47 H 2.644 3.751 -2.635
48 H 3.188 4.180 -4.989
49 H 1.394 4.538 -6.625
50 H -0.956 4.416 -5.922
51 H -1.519 3.908 -3.582